#1
5 unconnected molecules or ions with the total composition H10O5, computed with ωB97M-V/def2-TZVPD.

Output
HOMO	-10.74	eV

The geometry in ORCA input format:
```
! wB97M-V def2-TZVPD RIJCOSX def2/J DEFGRID3
* xyz 0 1
O 1.7731 -0.8882 0.4992
O -2.4069 2.9090 -0.8010
O -0.4945 0.6860 -0.3753
O 0.5535 1.2523 2.9680
O -0.0327 -2.5169 -2.3017
H 0.6281 -3.1050 -1.9227
H -1.0239 0.1581 -0.9829
H -1.8991 3.2781 -1.5294
H 0.2427 0.6504 2.2840
H 0.2501 0.1132 -0.1282
H 1.4500 -1.5739 1.0954
H 1.2213 0.7626 3.4579
H -1.8374 2.2132 -0.4426
H 2.3671 -1.3436 -0.1075
H -0.7913 -2.5953 -1.7133
*
```

---

#2
5 unconnected molecules or ions with the total composition H10O5, computed with ωB97M-V/def2-TZVPD.

Output
HOMO	-11.32	eV

The geometry in ORCA input format:
```
! wB97M-V def2-TZVPD RIJCOSX def2/J DEFGRID3
* xyz 0 1
O 3.5397 13.7092 2.6233
O 7.9023 13.9368 2.6242
O 2.0397 18.0220 3.3649
O 4.0207 15.3410 -2.7136
O -0.4531 11.7832 2.8606
H 0.4684 11.9647 2.6760
H 4.4770 13.9004 2.5882
H 3.1191 14.5691 2.6216
H 4.9190 15.0108 -2.7323
H 2.2320 18.9455 3.5278
H 8.3901 13.1162 2.6937
H 8.4284 14.5709 3.1114
H 3.8718 15.5799 -1.7988
H 1.3674 18.0334 2.6836
H -0.9333 12.4297 2.3432
*
```

---

Which of them is the least stable? Correct choice: #2.

---

#1
5 unconnected molecules or ions with the total composition H10O5, computed with ωB97M-V/def2-TZVPD.

Output
HOMO	-10.90	eV

The geometry in ORCA input format:
```
! wB97M-V def2-TZVPD RIJCOSX def2/J DEFGRID3
* xyz 0 1
O 0.6635 0.4018 1.0213
O -2.4486 -0.1755 -2.1740
O -0.3297 -2.2147 2.4211
O -1.3143 2.6848 -0.9463
O 2.9230 -1.0282 0.1090
H 3.3721 -0.4794 -0.5340
H 2.8275 -1.8763 -0.3242
H -1.1174 2.8778 -1.8629
H 0.2766 0.7224 0.2065
H 1.2614 -0.2931 0.7459
H -1.7399 3.4777 -0.6201
H -1.6551 0.1418 -1.7428
H 0.3212 -2.8256 2.7666
H 0.1000 -1.3601 2.4577
H -3.1403 -0.0533 -1.5237
*
```

---

#2
5 unconnected molecules or ions with the total composition H10O5, computed with ωB97M-V/def2-TZVPD.

Output
HOMO	-10.51	eV

The geometry in ORCA input format:
```
! wB97M-V def2-TZVPD RIJCOSX def2/J DEFGRID3
* xyz 0 1
O -2.1124 -1.0138 1.6891
O -0.2314 0.1642 0.0261
O 1.2246 -1.3788 -2.5599
O 2.2916 -0.5158 0.8141
O -1.5644 2.6162 0.0611
H 0.7426 -0.4698 -2.3949
H 2.4226 0.1822 1.5221
H 0.7326 0.0992 0.1291
H 0.6836 -1.9188 -3.0819
H -0.9374 1.8492 -0.1599
H -0.5524 0.0742 0.9701
H 3.1076 -0.3768 0.2171
H -1.0084 3.3842 0.2941
H -1.8564 -1.7758 1.2581
H -2.9424 -0.9198 1.2161
*
```

---

#3
5 unconnected molecules or ions with the total composition H10O5, computed with ωB97M-V/def2-TZVPD.

Output
HOMO	-10.86	eV

The geometry in ORCA input format:
```
! wB97M-V def2-TZVPD RIJCOSX def2/J DEFGRID3
* xyz 0 1
O 0.2596 -0.7954 0.5040
O 2.3450 -1.0684 2.1587
O -2.2489 1.0217 -2.0115
O -0.8714 1.2796 1.8506
O 0.6971 -0.2973 -2.2890
H 0.2562 -0.5105 -3.1301
H 1.6936 -0.7554 1.4890
H -0.2513 0.6218 1.5282
H -0.3917 -1.5343 0.6550
H 0.0935 -0.5575 -0.4268
H 1.8359 -1.1298 2.9846
H 0.8576 0.6033 -2.6247
H -2.4347 1.1430 -1.0844
H -1.6054 0.2937 -2.0309
H -0.2351 1.6853 2.4274
*
```

---

Which of them is the least stable? Correct choice: #2.

---

#1
5 unconnected molecules or ions with the total composition H10O5, computed with ωB97M-V/def2-TZVPD.

Output
HOMO	-11.26	eV

The geometry in ORCA input format:
```
! wB97M-V def2-TZVPD RIJCOSX def2/J DEFGRID3
* xyz 0 1
O -1.6983 2.1412 2.9704
O 4.4407 -0.1745 2.8355
O -3.2840 -1.4313 -0.2527
O 1.3314 0.3199 -1.3229
O -0.6578 -1.2508 -5.5224
H 2.0629 0.1032 -0.7448
H -0.5026 -1.4663 -4.6027
H -1.6109 -1.2482 -5.6107
H 4.3953 0.7493 2.5889
H 5.1011 -0.2060 3.5277
H -1.5015 2.9495 2.4969
H -1.8472 2.4223 3.8733
H 0.5619 -0.0392 -0.8812
H -3.7573 -2.0954 0.2485
H -3.0339 -0.7737 0.3964
*
```

---

#2
A molecular structure, H10O5, computed with ωB97M-V/def2-TZVPD.

Output
HOMO	-8.46	eV

The geometry in ORCA input format:
```
! wB97M-V def2-TZVPD RIJCOSX def2/J DEFGRID3
* xyz 0 1
O 13.8459 23.6259 5.3802
O 13.2467 22.7766 3.4002
O 12.1085 22.8609 6.3940
O 12.6370 25.2392 6.0300
O 15.5846 24.7014 6.0197
H 13.1340 24.5255 5.6303
H 12.7454 22.0796 2.9770
H 12.9557 22.9343 5.9544
H 15.7460 24.4656 6.9332
H 13.6750 23.2340 4.5238
H 13.4256 23.4033 2.6990
H 12.5232 24.9711 6.9419
H 12.2490 23.2581 7.2535
H 15.7780 25.6379 5.9758
H 14.7797 23.8360 5.3660
*
```

---

Which of them is the least stable? Correct choice: #2.